(1)
DFT (ωB97M-V with the def2-TZVPD basis set) results for a structure of composition C49H44AsN5S3SeV.

```
104
Properties=species:S:1:pos:R:3:lowdin_spin:R:1
V 0.14 1.21 0.63 2.65
C 0.61 2.63 -1.97 0.00
C -0.73 2.72 -2.42 0.00
C -1.15 1.43 -2.83 0.00
C -0.07 0.54 -2.65 0.00
C 1.02 1.27 -2.11 0.00
C 2.45 0.84 -2.23 0.00
C -0.07 -0.91 -3.01 0.00
C -2.51 1.05 -3.32 0.00
C -1.52 3.99 -2.57 0.00
C 1.58 3.75 -1.73 0.00
H 2.84 1.10 -3.23 0.00
H 2.54 -0.24 -2.12 0.00
H 3.11 1.30 -1.50 0.00
H 0.21 -1.09 -4.06 0.00
H -1.05 -1.36 -2.85 0.00
H 0.65 -1.47 -2.39 0.00
H -3.18 1.91 -3.35 0.00
H -2.99 0.30 -2.69 0.00
H -2.47 0.63 -4.33 0.00
H -2.05 4.01 -3.52 0.00
H -0.87 4.86 -2.54 0.00
H -2.28 4.14 -1.79 0.00
H 2.38 3.74 -2.49 0.00
H 2.08 3.69 -0.76 0.00
H 1.10 4.73 -1.79 0.00
C -1.42 6.65 1.58 0.00
C -0.96 5.88 0.52 0.00
C -0.63 4.55 0.72 0.00
C -0.76 3.98 1.97 0.01
C -1.24 4.74 3.04 0.00
C -1.56 6.07 2.84 0.00
N -0.44 2.58 2.10 0.02
N -0.49 2.19 3.30 0.14
C -0.22 0.84 3.49 0.02
C -0.33 0.37 4.81 0.01
C -0.12 -0.97 5.06 0.01
C 0.17 -1.82 3.99 0.02
C 0.27 -1.32 2.70 0.01
C 0.10 0.03 2.39 0.02
H -1.68 7.69 1.43 0.00
H -0.86 6.31 -0.47 0.00
H -0.31 3.93 -0.10 0.00
H -1.35 4.28 4.01 0.00
H -1.93 6.66 3.67 0.00
H -0.59 1.07 5.59 0.00
H -0.20 -1.36 6.07 0.00
H 0.32 -2.88 4.17 0.00
H 0.48 -2.03 1.90 0.00
C 0.44 -5.87 1.69 0.00
C 1.70 -5.58 2.19 0.00
C 2.43 -4.52 1.67 0.00
C 1.91 -3.74 0.64 0.00
C 0.64 -4.04 0.15 0.00
C -0.09 -5.10 0.67 0.00
As 2.81 -2.20 -0.17 0.00
C 4.24 -1.96 1.13 0.00
C 3.88 -1.50 2.40 0.00
C 4.84 -1.23 3.35 0.00
C 6.19 -1.39 3.05 0.00
C 6.56 -1.83 1.79 0.00
C 5.59 -2.11 0.83 0.00
C 3.77 -3.24 -1.53 0.00
C 4.44 -4.43 -1.24 0.00
C 5.08 -5.15 -2.23 0.00
C 5.05 -4.70 -3.55 0.00
C 4.39 -3.53 -3.85 0.00
C 3.75 -2.80 -2.85 0.00
H -0.13 -6.69 2.11 0.00
H 2.12 -6.17 3.00 0.00
H 3.40 -4.28 2.08 0.00
H 0.20 -3.42 -0.62 0.00
H -1.08 -5.31 0.29 0.00
H 2.83 -1.33 2.63 0.00
H 4.54 -0.85 4.32 0.00
H 6.94 -1.16 3.79 0.00
H 7.61 -1.93 1.53 0.00
H 5.89 -2.43 -0.16 0.00
H 4.46 -4.79 -0.22 0.00
H 5.60 -6.07 -1.99 0.00
H 5.55 -5.26 -4.33 0.00
H 4.35 -3.17 -4.88 0.00
H 3.22 -1.89 -3.10 0.00
Se 5.11 2.17 1.18 0.02
C 3.35 1.87 0.94 0.03
N 2.22 1.66 0.77 0.00
S -5.94 3.92 -0.03 0.00
C -5.08 2.48 -0.11 0.00
S -3.38 2.46 0.17 0.01
C -3.31 0.74 -0.11 0.01
N -4.47 0.23 -0.38 0.01
N -5.46 1.21 -0.38 0.00
C -6.76 0.71 -0.70 0.00
C -6.87 -0.61 -1.15 0.00
C -8.11 -1.14 -1.46 0.00
C -9.26 -0.38 -1.34 0.00
C -9.15 0.93 -0.90 0.00
C -7.92 1.48 -0.57 0.00
S -1.87 -0.16 0.00 0.01
H -5.97 -1.20 -1.24 0.00
H -8.16 -2.16 -1.81 0.00
H -10.23 -0.79 -1.59 0.00
H -10.04 1.55 -0.79 0.00
H -7.85 2.50 -0.23 0.00
```

LUMO level (spin up / spin down) = 3.9438 / 3.9433 eV
ΔE to the lowest compared entry with this formula, charge and spin = 23.5 kcal per mole
total charge = -2
multiplicity = 4
gap between HOMO and LUMO (spin up / spin down) = 0.19559 / 0.19542 Eh
max |F| = 1.3 eV/A

(2)
DFT (ωB97M-V with the def2-TZVPD basis set) results for a structure of composition C49H44N9O2S3SiW.

```
109
Properties=species:S:1:pos:R:3:lowdin_spin:R:1
W -0.90 1.71 -1.57 1.10
C 2.94 3.67 1.87 0.00
S 3.13 2.10 1.01 -0.01
C 1.89 2.16 -0.23 -0.01
S 0.50 3.21 -0.10 0.01
N 2.09 1.33 -1.20 0.01
N 1.02 1.29 -2.09 -0.04
C 1.34 0.99 -3.35 -0.05
C 0.24 0.96 -4.21 -0.03
C 0.30 0.55 -5.57 -0.01
C -0.84 0.52 -6.31 -0.02
C -2.06 0.91 -5.71 -0.02
C -2.07 1.27 -4.40 0.00
N -0.95 1.29 -3.63 -0.02
H 3.40 4.48 1.31 0.00
H 3.44 3.55 2.83 0.00
H 1.89 3.88 2.05 0.00
H 2.36 0.80 -3.63 0.00
H 1.26 0.28 -5.99 0.00
H -0.82 0.21 -7.35 0.00
H -2.98 0.92 -6.27 0.00
H -2.98 1.58 -3.90 0.00
C -4.70 4.07 -1.17 0.03
C -3.33 3.57 -1.50 0.24
N -2.92 2.34 -1.13 0.23
N -3.81 1.50 -0.50 0.01
C -3.61 0.19 -0.61 0.03
N -4.34 -0.64 0.15 0.02
S -2.44 -0.41 -1.71 0.01
C -2.36 4.31 -2.19 0.08
C -2.52 5.65 -2.62 0.07
C -1.51 6.29 -3.28 0.04
C -0.31 5.60 -3.55 0.11
C -0.20 4.30 -3.11 0.02
N -1.18 3.66 -2.46 0.13
H -5.45 3.28 -1.34 0.01
H -4.98 4.91 -1.80 0.00
H -4.78 4.39 -0.13 0.01
H -4.40 1.88 0.23 0.00
H -5.02 -0.32 0.82 0.00
H -4.20 -1.63 0.05 0.00
H -3.44 6.18 -2.41 0.00
H -1.63 7.31 -3.60 0.00
H 0.51 6.07 -4.06 0.01
H 0.70 3.73 -3.28 0.00
O 0.70 -1.17 -0.38 0.00
C 0.16 -0.49 0.57 0.00
N 0.28 -0.80 1.86 0.00
C -0.51 0.11 2.68 0.00
C -1.13 0.98 1.56 0.00
O -1.95 1.84 1.72 0.01
N -0.64 0.55 0.33 0.01
C 0.36 0.90 3.65 0.00
C 1.26 0.20 4.44 0.00
C 2.05 0.85 5.37 0.00
C 1.92 2.23 5.53 0.00
C 1.02 2.93 4.76 0.00
C 0.24 2.28 3.81 0.00
C -1.62 -0.62 3.43 0.00
C -1.66 -2.01 3.48 0.00
C -2.67 -2.66 4.18 0.00
C -3.64 -1.92 4.84 0.00
C -3.59 -0.53 4.80 0.00
C -2.59 0.11 4.10 0.00
H 1.05 -1.36 2.21 0.00
H 1.35 -0.88 4.34 0.00
H 2.75 0.29 5.97 0.00
H 2.52 2.74 6.27 0.00
H 0.91 4.00 4.88 0.00
H -0.46 2.84 3.20 0.00
H -0.92 -2.61 2.96 0.00
H -2.69 -3.74 4.22 0.00
H -4.42 -2.43 5.39 0.00
H -4.34 0.05 5.33 0.00
H -2.55 1.19 4.09 0.00
C -1.09 -6.16 0.69 0.00
C 0.25 -6.36 0.39 0.00
C 1.06 -5.27 0.11 0.00
C 0.55 -3.97 0.14 0.00
C -0.80 -3.79 0.43 0.00
C -1.61 -4.88 0.71 0.00
Si 1.69 -2.58 -0.36 0.00
C 2.23 -2.78 -2.11 0.00
C 1.33 -2.54 -3.15 0.00
C 1.67 -2.86 -4.46 0.00
C 2.92 -3.39 -4.74 0.00
C 3.83 -3.62 -3.72 0.00
C 3.48 -3.33 -2.41 0.00
C 3.05 -2.28 0.86 0.00
C 4.14 -1.47 0.53 0.00
C 5.13 -1.22 1.47 0.00
C 5.05 -1.77 2.74 0.00
C 3.98 -2.58 3.08 0.00
C 2.99 -2.84 2.14 0.00
H -1.73 -7.01 0.90 0.00
H 0.66 -7.36 0.37 0.00
H 2.11 -5.44 -0.13 0.00
H -1.24 -2.80 0.43 0.00
H -2.66 -4.73 0.94 0.00
H 0.35 -2.12 -2.94 0.00
H 0.96 -2.69 -5.25 0.00
H 3.18 -3.63 -5.76 0.00
H 4.80 -4.04 -3.94 0.00
H 4.19 -3.52 -1.62 0.00
H 4.20 -1.01 -0.45 0.00
H 5.97 -0.59 1.20 0.00
H 5.83 -1.57 3.46 0.00
H 3.92 -3.02 4.07 0.00
H 2.18 -3.51 2.41 0.00
```

LUMO level (spin up / spin down) = -2.2760 / -3.0569 eV
ΔE to the lowest compared entry with this formula, charge and spin = 0.0 kcal per mole
total charge = +1
multiplicity = 3
gap between HOMO and LUMO (spin up / spin down) = 0.20203 / 0.21313 Eh
max |F| = 0.4 eV/A

- Among the records above, which one has the lowest multiplicity?
  C49H44N9O2S3SiW

- Which value of max |F| does entry 1 give?
  1.3 eV/A